No. 1
20
Properties=species:S:1:pos:R:3:forces:R:3 method="wB97M-V/def2-TZVPD" energy_ev=-7354.3652 smiles=CCN.CCN relative_energy_kj_mol=72.5 charge=0 spin_multiplicity=1 max_force_ev_per_a=2.984
C -2.04509 2.60482 -0.60504 1.378 -2.055 0.272
C -2.86879 1.71102 0.34849 -0.003 1.430 -0.246
N -3.49135 2.58643 1.36954 -0.051 -0.483 -0.079
H -2.65143 3.33873 -1.08536 -0.459 0.375 -0.597
H -1.53336 1.90257 -1.32465 -0.721 0.924 0.211
H -1.21417 3.10812 -0.10676 -0.255 0.087 0.280
H -2.20521 1.03569 0.89025 -0.029 -0.084 -0.123
H -3.52795 1.10463 -0.31501 -0.080 0.291 0.702
H -4.00717 3.41014 1.02798 0.227 -1.054 0.171
H -3.97774 2.05977 2.10006 -0.002 0.565 -0.592
C 3.75703 -2.66302 -0.02814 2.285 0.866 -1.712
C 2.60249 -1.87171 -0.66446 0.818 1.115 1.811
N 1.38634 -2.61984 -0.33118 -0.759 1.443 0.045
H 3.83198 -2.56147 1.05600 -0.470 -0.056 -0.056
H 4.74126 -2.23035 -0.41046 -1.051 -0.429 0.483
H 3.81790 -3.71961 -0.32291 -0.470 0.237 0.149
H 2.63767 -1.68728 -1.74984 0.305 -0.511 0.380
H 2.69415 -0.78439 -0.18500 -0.519 -1.951 -0.825
H 1.38921 -2.81947 0.65956 0.463 -0.456 0.284
H 0.66424 -1.90478 -0.32306 -0.605 -0.255 -0.560


No. 2
21
Properties=species:S:1:pos:R:3:forces:R:3 method="wB97M-V/def2-TZVPD" energy_ev=-9400.0632 relative_energy_kj_mol=146.7 charge=-1 spin_multiplicity=2 max_force_ev_per_a=3.901
C 2.63751 -0.26345 -0.21466 -1.032 -1.228 -2.839
C 1.16285 0.06843 0.11304 2.418 3.032 -0.423
C 0.69073 1.23792 -0.90887 -0.604 -0.053 0.543
C -0.77259 0.79515 -1.31060 1.584 0.072 -1.729
N -0.79868 -0.35318 -2.29750 -0.995 0.371 2.170
N 0.98239 0.44496 1.47971 -1.623 2.028 -1.033
H 2.69158 -0.52656 -1.34031 -0.433 0.425 1.342
H 3.41459 0.46629 -0.15935 0.213 0.842 0.829
H 2.92818 -1.21435 0.17496 0.438 -0.472 1.020
H 0.63109 -0.82806 0.00059 -1.031 -1.161 -1.207
H 1.36543 1.29511 -1.75323 -0.073 -1.073 -0.819
H 0.89380 2.37110 -0.68299 -1.074 -2.053 1.091
H -1.31353 0.50232 -0.43368 -0.185 -0.514 0.529
H -1.37245 1.57667 -1.72728 -0.145 0.737 -0.430
H -0.49656 -1.17129 -1.79036 -0.074 -0.351 -0.033
H -0.21558 -0.28974 -3.09385 0.792 0.701 -0.645
H 0.01260 0.59075 1.76165 0.624 -0.409 0.173
H 1.61546 0.15545 2.14514 1.128 -0.946 1.487
H -5.46514 -1.76757 3.33949 0.982 0.762 0.181
H -3.95640 -1.85993 3.20431 0.422 0.021 -0.142
O -4.63529 -1.23001 3.49381 -1.334 -0.730 -0.066


No. 3
21
Properties=species:S:1:pos:R:3:forces:R:3 method="wB97M-V/def2-TZVPD" energy_ev=-9400.3597 relative_energy_kj_mol=118.0 charge=-1 spin_multiplicity=2 max_force_ev_per_a=3.123
C -0.33827 0.63616 0.84656 -2.493 0.549 -0.218
C -1.37488 -0.62323 0.98661 2.359 -0.710 -1.920
C -2.42324 -0.69752 -0.13660 0.147 2.735 -0.199
N -1.76120 -0.87198 -1.48114 -0.327 -0.719 0.992
C 0.69198 0.90752 -0.29450 -1.680 -2.217 0.588
N 1.18246 2.26763 -0.24159 0.300 -0.222 -2.280
H -0.93757 1.56671 0.97347 -0.174 -0.406 -0.533
H 0.17056 0.68550 1.75918 1.243 -0.446 1.568
H -0.79617 -1.56871 0.89146 0.068 0.494 0.181
H -1.79670 -0.70173 1.97851 -0.306 0.549 0.289
H -3.30063 -1.33411 0.04125 0.440 -0.342 0.127
H -2.84763 0.38043 -0.03938 0.326 -1.557 -0.986
H -2.29050 -0.40981 -2.21489 0.143 -0.570 0.064
H -1.45853 -1.85681 -1.71412 -0.787 1.682 0.428
H 0.15416 0.77949 -1.22783 0.284 -0.285 -0.227
H 1.43108 0.06964 -0.12240 -0.145 0.938 -0.712
H 1.75616 2.38469 -1.14868 -0.725 -0.036 2.295
H 1.75529 2.27467 0.56965 1.224 0.612 0.544
H 3.64585 -0.68714 0.00169 -0.581 0.624 -0.160
H 4.09073 -1.98850 0.53745 0.431 0.418 -0.339
O 4.44705 -1.21290 0.03529 0.254 -1.091 0.498


No. 4
21
Properties=species:S:1:pos:R:3:forces:R:3 method="wB97M-V/def2-TZVPD" energy_ev=-9401.2254 smiles=CC(C)NCN.O relative_energy_kj_mol=229.8 charge=0 spin_multiplicity=1 max_force_ev_per_a=4.236
C -0.54487 -0.36668 2.04796 -0.552 -1.881 -1.207
C 0.30707 -0.85521 0.82520 1.354 2.496 2.804
C 0.70205 -2.29954 1.06197 1.691 -0.373 -3.866
N -0.02472 -0.33138 -0.49701 -0.529 -1.209 -0.628
C 0.78847 -0.83669 -1.62767 -2.001 -0.977 0.125
N 2.20351 -0.83469 -1.59613 -0.103 -0.531 -0.254
H 0.02003 -0.67873 2.93573 0.252 1.001 -0.105
H -1.41470 -1.03317 2.18539 -0.395 0.793 -0.471
H -0.77021 0.68638 1.89457 -0.204 -0.028 0.707
H 1.20576 -0.26673 1.13558 0.354 -0.732 -0.407
H 1.40910 -2.47153 0.18953 -0.814 -0.410 0.556
H -0.02098 -3.11038 0.93199 -0.199 0.382 0.592
H 1.46964 -2.43757 1.80532 -0.594 0.099 1.125
H -0.13993 0.66966 -0.54562 0.143 0.018 0.524
H 0.37352 -0.41299 -2.54350 0.256 0.555 0.105
H 0.41980 -1.88277 -1.72515 0.726 0.346 0.040
H 2.75365 -0.00925 -1.73325 -0.059 0.081 0.285
H 2.56112 -1.58279 -1.03414 0.674 0.368 0.075
H -3.21145 6.27746 -0.76727 -0.475 -0.206 0.260
H -4.01482 5.89265 -1.94953 -0.326 -0.154 -0.393
O -4.07205 5.88396 -0.99400 0.801 0.362 0.133


No. 5
21
Properties=species:S:1:pos:R:3:forces:R:3 method="wB97M-V/def2-TZVPD" energy_ev=-9401.4927 smiles=CCCNCN.O relative_energy_kj_mol=204.0 charge=0 spin_multiplicity=1 max_force_ev_per_a=2.836
C 1.71029 0.29263 2.11330 -0.580 -1.777 -0.533
C 0.24367 0.09173 1.69815 -0.530 0.937 -0.008
C -0.18569 0.48886 0.23665 -0.324 -1.958 2.027
N -0.62160 -0.66665 -0.55779 -0.018 0.177 -0.796
C -1.56951 -0.28202 -1.56344 -0.151 0.464 -0.776
N -2.96550 -0.15825 -1.13790 -0.361 0.481 0.195
H 2.26428 -0.64419 1.96779 -0.223 -0.112 0.187
H 1.64221 0.44906 3.18719 0.908 0.744 -0.060
H 2.27583 0.92534 1.43400 -0.224 0.927 0.643
H -0.12865 -0.86038 2.08229 0.217 -0.545 -0.790
H -0.42102 0.72504 2.30858 0.657 0.312 0.091
H 0.64113 0.96748 -0.27648 -0.109 0.382 -0.023
H -1.03971 1.11271 0.48873 -0.010 0.608 -1.009
H -0.93126 -1.49155 -0.05698 0.162 0.377 0.273
H -1.33097 0.73651 -1.89768 0.302 -0.040 0.271
H -1.47262 -0.82566 -2.51684 0.044 -0.709 0.449
H -3.44752 -0.88792 -0.63710 0.683 -0.595 0.130
H -3.51770 -0.01030 -1.96111 -0.371 0.317 -0.333
H 2.39222 -0.52117 -1.83335 0.452 0.270 0.480
H 3.35649 0.68138 -1.78205 -0.120 -0.444 0.242
O 3.10563 -0.12267 -1.29596 -0.403 0.185 -0.660


No. 6
21
Properties=species:S:1:pos:R:3:forces:R:3 method="wB97M-V/def2-TZVPD" energy_ev=-9401.9918 smiles=NCCCCN.O relative_energy_kj_mol=155.8 charge=0 spin_multiplicity=1 max_force_ev_per_a=1.972
C -0.35586 -1.42697 1.62447 -0.318 -0.619 0.853
C -0.32547 -0.26270 0.65565 0.933 1.156 0.573
C 1.03848 0.47978 0.68344 0.648 -1.516 -1.083
C 1.32594 1.15946 -0.67052 -0.171 0.995 0.901
N 2.37781 2.16516 -0.64776 0.297 0.326 -0.346
N -1.26666 -2.46169 1.15914 0.370 0.961 -0.276
H 0.67052 -1.78451 1.78226 0.020 -0.233 -0.307
H -0.63089 -1.08158 2.62711 -0.292 0.031 -0.141
H -0.49602 -0.57945 -0.37438 0.027 -0.245 -0.019
H -1.09441 0.47270 0.90553 -0.247 -0.177 -0.144
H 1.83473 -0.27877 0.74376 -0.184 -0.086 0.279
H 1.23924 1.10061 1.55307 -0.509 0.442 -0.059
H 1.68564 0.45259 -1.41882 -0.470 -0.300 0.102
H 0.38323 1.58650 -1.02683 0.131 0.162 -0.228
H 3.27064 1.71272 -0.74428 0.255 0.145 0.121
H 2.42576 2.84429 0.10931 -0.406 -0.519 -0.105
H -1.16259 -2.56687 0.17144 -0.457 -0.759 -0.121
H -1.84462 -3.08522 1.69455 0.410 0.226 -0.010
H -2.13695 -0.28319 -1.77308 -0.134 0.421 0.141
H -2.51289 1.21112 -2.08885 0.065 -0.112 0.353
O -2.35967 0.34435 -2.46908 0.033 -0.299 -0.483


No. 7
21
Properties=species:S:1:pos:R:3:forces:R:3 method="wB97M-V/def2-TZVPD" energy_ev=-9401.4538 smiles=CNCCNC.O relative_energy_kj_mol=207.7 charge=0 spin_multiplicity=1 max_force_ev_per_a=1.604
C -2.09438 2.23028 -1.85266 -0.411 0.247 0.387
N -1.37836 1.10293 -1.30991 0.744 0.907 0.324
C -0.88007 0.10085 -2.20021 -0.752 -0.868 -1.121
C -0.03326 -0.89185 -1.39424 0.118 -0.480 0.382
N 1.22695 -0.35059 -0.91665 0.224 0.769 0.190
C 1.75333 -1.10504 0.21118 -0.080 -0.605 -0.173
H -1.91419 3.13168 -1.23899 0.013 -0.266 -0.327
H -1.81280 2.44851 -2.88455 0.084 -0.087 0.117
H -3.17324 2.03857 -1.81445 -0.141 0.203 -0.349
H -1.86242 0.75242 -0.49886 0.143 -0.364 -0.078
H -0.36503 0.54438 -3.07268 0.263 0.133 0.693
H -1.74116 -0.40850 -2.71273 0.540 -0.330 0.359
H 0.26899 -1.87281 -1.81146 -1.157 0.218 -0.670
H -0.66510 -1.11205 -0.52675 0.173 -0.159 0.090
H 1.86808 -0.45536 -1.69432 0.192 0.324 0.134
H 0.94050 -1.30083 0.92010 0.201 0.144 -0.034
H 2.55661 -0.58701 0.73854 -0.085 0.129 -0.167
H 2.14230 -2.09058 -0.11136 -0.066 0.084 0.246
H 1.81478 -0.56444 5.60284 0.536 -0.448 0.086
H 1.32080 -1.57004 6.76138 0.543 0.158 -0.446
O 1.12176 -0.80683 6.21063 -1.081 0.290 0.357


No. 8
21
Properties=species:S:1:pos:R:3:forces:R:3 method="wB97M-V/def2-TZVPD" energy_ev=-9401.8074 smiles=CNCCNC.O relative_energy_kj_mol=173.6 charge=0 spin_multiplicity=1 max_force_ev_per_a=1.248
C 2.82512 0.60451 1.71197 0.587 -0.471 0.134
N 1.54384 0.51080 1.05171 -0.033 0.345 0.770
C 1.25193 -0.64167 0.23312 0.358 1.191 -0.068
C -0.15025 -0.51904 -0.26534 -1.189 0.234 0.298
N -0.42484 0.72243 -0.99243 0.609 -0.325 0.406
C -0.66092 0.59450 -2.40979 -1.121 -0.518 -0.001
H 2.78353 0.33497 2.77225 -0.191 0.116 0.048
H 3.24279 1.60835 1.63615 -0.125 0.074 0.062
H 3.59422 -0.06619 1.30281 -0.149 0.016 -0.300
H 1.31676 1.38034 0.60209 -0.156 -0.135 -0.411
H 1.92483 -0.67450 -0.62933 0.276 -0.474 -0.098
H 1.30699 -1.52870 0.84410 0.331 -0.485 0.064
H -0.40878 -1.40080 -0.83682 -0.115 -0.298 -0.447
H -0.82014 -0.52621 0.60380 0.163 -0.107 0.055
H -1.16779 1.19926 -0.51612 -0.193 0.285 -0.185
H -0.52978 1.54576 -2.89926 0.358 0.207 -0.353
H -0.04525 -0.19427 -2.82722 0.540 0.246 -0.121
H -1.68640 0.25899 -2.65662 0.041 0.102 0.151
H -4.96946 -1.44531 1.72107 0.391 -0.086 0.184
H -4.00507 -0.79424 0.65987 -0.018 -0.225 0.372
O -4.92133 -0.96898 0.89400 -0.361 0.307 -0.558